Record 1
The following is a DFT calculation (the ωB97M-V functional and the def2-TZVPD basis) of a cluster of 6 separate species, C24H66N6O6 in total at a distorted geometry.

Summary:
net charge	0
calculated total energy	-1733.7497	hartree
structure (SMILES)	COC[C@H](C)N.COC[C@H](C)N.COC[C@H](C)N.COC[C@H](C)N.COC[C@H](C)N.COC[C@H](C)N
LUMO	0.6	eV

Structure (XYZ):
```
102
Properties=species:S:1:pos:R:3:lowdin_charge:R:1
C -2.952 -3.016 -4.788 -0.126
O -3.486 -2.321 -5.839 -0.161
C -4.224 -3.153 -6.681 -0.248
C -4.941 -2.309 -7.685 -0.440
C -5.919 -2.923 -8.644 -0.077
N -3.880 -1.642 -8.516 0.044
H -3.625 -3.245 -3.962 0.094
H -2.200 -2.343 -4.375 0.070
H -2.420 -3.891 -5.162 0.096
H -3.677 -3.964 -7.162 0.135
H -5.030 -3.762 -6.271 0.126
H -5.547 -1.589 -7.135 0.135
H -6.535 -3.644 -8.106 0.073
H -5.495 -3.479 -9.481 0.078
H -6.545 -2.122 -9.037 0.078
H -4.149 -0.691 -8.723 0.064
H -3.172 -1.492 -7.811 0.048
C 1.780 -0.837 1.618 -0.093
O 0.600 -0.774 0.884 -0.222
C 0.807 -0.752 -0.480 -0.219
C -0.565 -0.950 -1.091 -0.395
C -1.227 -2.272 -0.577 -0.030
N -0.565 -0.847 -2.586 0.059
H 1.596 -0.717 2.685 0.075
H 2.511 -0.050 1.433 0.074
H 2.153 -1.855 1.507 0.100
H 1.190 0.213 -0.812 0.104
H 1.432 -1.574 -0.827 0.137
H -1.131 -0.060 -0.819 0.121
H -0.574 -3.062 -0.950 0.082
H -2.268 -2.363 -0.887 0.068
H -1.341 -2.223 0.505 0.060
H -1.522 -0.764 -2.898 0.057
H -0.142 0.046 -2.795 0.019
C 5.035 1.210 0.858 -0.067
O 4.204 1.680 1.962 -0.224
C 4.989 2.362 2.915 -0.199
C 5.354 3.863 2.527 -0.383
C 6.208 4.576 3.558 -0.071
N 4.112 4.666 2.439 0.047
H 5.638 2.011 0.431 0.073
H 4.379 0.871 0.056 0.081
H 5.794 0.531 1.246 0.088
H 4.322 2.496 3.767 0.117
H 5.775 1.751 3.359 0.119
H 5.819 3.915 1.543 0.117
H 6.907 3.962 4.127 0.072
H 5.707 5.170 4.322 0.079
H 6.941 5.208 3.056 0.074
H 3.837 4.724 3.409 0.049
H 3.295 4.232 2.034 0.035
C -0.575 -2.856 3.801 -0.113
O -1.459 -3.619 4.574 -0.194
C -1.910 -4.774 3.924 -0.212
C -2.970 -5.701 4.605 -0.422
C -2.595 -6.295 5.987 -0.052
N -3.527 -6.794 3.799 0.037
H 0.380 -3.067 4.282 0.091
H -0.798 -1.789 3.781 0.084
H -0.420 -3.241 2.793 0.075
H -2.293 -4.367 2.988 0.115
H -0.982 -5.310 3.724 0.122
H -3.770 -4.995 4.829 0.128
H -1.945 -5.545 6.437 0.071
H -2.083 -7.237 5.792 0.071
H -3.465 -6.375 6.639 0.075
H -3.816 -6.443 2.897 0.065
H -2.784 -7.472 3.703 0.063
C 0.790 5.167 3.799 -0.107
O 1.487 3.961 3.951 -0.201
C 1.321 3.069 2.880 -0.234
C -0.041 2.459 3.024 -0.368
C -0.067 1.380 4.212 -0.031
N -0.499 1.743 1.791 0.069
H 0.788 5.609 4.796 0.091
H -0.225 5.106 3.405 0.087
H 1.456 5.878 3.311 0.084
H 1.360 3.591 1.924 0.108
H 2.119 2.327 2.915 0.112
H -0.816 3.201 3.220 0.116
H 0.763 0.674 4.196 0.054
H -1.022 0.874 4.353 0.070
H 0.192 1.919 5.123 0.066
H 0.075 0.918 1.683 0.024
H -0.196 2.226 0.958 0.026
C 1.051 1.079 -4.746 -0.099
O 1.059 1.492 -3.366 -0.217
C 0.374 2.674 -3.137 -0.233
C 0.270 2.992 -1.584 -0.384
C -0.221 4.501 -1.462 -0.034
N 1.587 2.849 -1.009 0.044
H 1.499 0.112 -4.979 0.091
H 1.611 1.727 -5.421 0.080
H 0.141 1.078 -5.346 0.088
H 0.836 3.410 -3.795 0.122
H -0.644 2.721 -3.525 0.120
H -0.402 2.224 -1.203 0.112
H -0.240 4.771 -0.406 0.062
H -1.281 4.515 -1.719 0.076
H 0.438 5.195 -1.984 0.079
H 2.012 2.000 -1.354 0.050
H 2.188 3.638 -1.199 0.083
```

=====

Record 2
The following is a DFT calculation (the ωB97M-V functional and the def2-TZVPD basis) of a structure of composition C24H68AlBrNO25P6.

Summary:
net charge	-1
calculated total energy	-7756.2610	hartree
LUMO	1.4	eV

Structure (XYZ):
```
126
Properties=species:S:1:pos:R:3:lowdin_charge:R:1
C -0.576 0.742 -0.916 -0.001
C -0.659 2.216 -0.650 -0.537
O -0.540 2.620 0.482 0.070
N -0.909 3.106 -1.695 0.042
C -2.244 3.734 -1.669 -0.215
C -3.224 3.122 -2.670 -0.189
C -3.970 1.874 -2.147 -0.306
C -5.457 2.096 -1.818 -0.341
Al -5.823 2.312 0.159 -0.089
Br -4.654 4.202 1.100 0.128
H 0.303 0.448 -1.483 0.077
H -1.445 0.375 -1.447 0.071
H -0.538 0.212 0.024 0.064
H -0.687 2.721 -2.602 0.107
H -2.620 3.615 -0.663 0.031
H -2.167 4.804 -1.828 0.104
H -2.623 2.784 -3.514 0.090
H -3.900 3.881 -3.042 0.100
H -3.877 1.101 -2.909 0.086
H -3.458 1.535 -1.251 0.061
H -5.901 2.870 -2.438 0.030
H -5.990 1.179 -2.071 0.029
H -7.390 2.499 0.407 -0.126
H -5.275 0.971 0.866 -0.116
C 5.574 -0.780 -1.264 -0.080
O 5.285 -1.458 -0.031 -0.214
P 3.864 -2.164 0.146 0.333
O 3.056 -2.190 -1.072 -0.223
O 3.214 -1.461 1.396 -0.227
C 2.876 -0.071 1.293 -0.064
O 4.217 -3.564 0.780 -0.208
C 5.068 -4.432 0.025 -0.084
H 5.071 0.186 -1.286 0.095
H 6.649 -0.626 -1.321 0.072
H 5.259 -1.377 -2.118 0.072
H 2.429 0.145 0.321 0.082
H 3.759 0.548 1.448 0.092
H 2.149 0.143 2.071 0.094
H 6.111 -4.153 0.178 0.089
H 4.827 -4.390 -1.038 0.088
H 4.907 -5.443 0.387 0.089
C -12.634 3.057 0.615 -0.100
O -12.539 1.639 0.801 -0.228
P -11.170 0.909 0.392 0.335
O -10.109 1.829 0.012 -0.228
O -11.607 -0.163 -0.686 -0.205
C -12.110 0.334 -1.924 -0.101
O -10.880 -0.054 1.605 -0.202
C -10.658 0.554 2.881 -0.086
H -12.795 3.292 -0.437 0.084
H -13.487 3.402 1.196 0.082
H -11.732 3.558 0.963 0.086
H -11.516 1.179 -2.277 0.089
H -13.153 0.635 -1.807 0.085
H -12.048 -0.471 -2.650 0.086
H -11.614 0.785 3.352 0.084
H -10.060 1.461 2.783 0.094
H -10.115 -0.161 3.492 0.089
C 12.785 -2.384 -1.943 -0.088
O 11.775 -1.483 -2.423 -0.220
P 10.260 -1.982 -2.498 0.331
O 10.033 -3.299 -1.908 -0.222
O 9.870 -1.835 -4.020 -0.218
C 10.571 -2.662 -4.955 -0.082
O 9.443 -0.786 -1.871 -0.214
C 9.755 -0.423 -0.520 -0.082
H 13.042 -3.110 -2.714 0.086
H 13.660 -1.787 -1.704 0.087
H 12.449 -2.906 -1.049 0.084
H 10.689 -3.676 -4.568 0.090
H 11.548 -2.228 -5.170 0.090
H 9.983 -2.694 -5.868 0.089
H 10.627 0.230 -0.510 0.090
H 9.948 -1.309 0.087 0.092
H 8.902 0.108 -0.109 0.087
C -3.562 3.564 4.313 -0.122
O -3.011 3.353 5.640 -0.224
P -3.515 2.145 6.537 0.322
O -4.439 1.224 5.881 -0.226
O -4.053 2.829 7.860 -0.213
C -5.200 3.668 7.725 -0.102
O -2.185 1.511 7.105 -0.209
C -1.256 0.991 6.144 -0.108
H -4.549 4.017 4.366 0.070
H -2.886 4.236 3.794 0.069
H -3.621 2.628 3.764 0.072
H -5.938 3.219 7.058 0.088
H -4.902 4.645 7.342 0.087
H -5.637 3.787 8.713 0.082
H -0.648 1.801 5.744 0.095
H -1.774 0.485 5.329 0.067
H -0.618 0.277 6.657 0.077
C 3.487 -2.474 -5.872 -0.085
O 3.825 -1.081 -5.793 -0.218
P 4.855 -0.456 -6.840 0.325
O 5.246 -1.370 -7.912 -0.229
O 6.023 0.116 -5.950 -0.197
C 6.810 -0.831 -5.223 -0.083
O 4.179 0.897 -7.276 -0.201
C 2.894 0.822 -7.903 -0.086
H 4.295 -3.081 -5.465 0.086
H 2.592 -2.620 -5.274 0.090
H 3.291 -2.770 -6.900 0.082
H 7.046 -1.699 -5.840 0.088
H 6.272 -1.149 -4.329 0.076
H 7.735 -0.347 -4.926 0.083
H 2.118 0.737 -7.144 0.090
H 2.840 -0.026 -8.587 0.088
H 2.751 1.741 -8.464 0.088
C -1.079 -1.994 2.387 -0.073
O -0.864 -2.970 3.427 -0.213
P -0.104 -2.532 4.757 0.343
O 0.164 -1.097 4.846 -0.223
O 1.161 -3.473 4.835 -0.200
C 2.117 -3.318 3.778 -0.090
O -0.969 -3.156 5.917 -0.201
C -2.333 -2.726 6.018 -0.070
H -0.157 -1.833 1.829 0.077
H -1.838 -2.396 1.721 0.092
H -1.428 -1.051 2.801 0.088
H 2.252 -2.269 3.524 0.067
H 1.782 -3.867 2.897 0.092
H 3.065 -3.728 4.114 0.091
H -2.949 -3.289 5.318 0.092
H -2.426 -1.658 5.815 0.076
H -2.664 -2.925 7.033 0.091
```

=====

Record 3
The following is a DFT calculation (the ωB97M-V functional and the def2-TZVPD basis) of a structure of composition C24H68AsF6O10 at a distorted geometry.

Summary:
net charge	-1
calculated total energy	-4542.7459	hartree
LUMO	2.3	eV

Structure (XYZ):
```
109
Properties=species:S:1:pos:R:3:lowdin_charge:R:1
As 9.564 5.554 7.861 0.962
F 10.547 6.835 8.591 -0.244
F 8.034 6.203 8.554 -0.266
F 8.521 4.308 7.079 -0.263
F 11.067 4.856 7.252 -0.227
F 9.667 4.542 9.356 -0.263
F 9.295 6.517 6.396 -0.246
O 7.346 9.043 8.322 -0.065
H 7.430 8.090 8.343 -0.019
H 8.248 9.362 8.273 -0.010
O 10.789 4.193 11.811 -0.053
H 10.283 4.163 10.999 -0.007
H 11.470 4.845 11.647 0.003
C 5.087 7.235 6.504 -0.041
C 3.563 7.572 6.763 -0.501
C 3.369 8.583 7.931 -0.055
O 3.052 8.146 5.625 -0.054
H 5.657 8.136 6.276 0.067
H 5.150 6.472 5.728 0.079
H 5.487 6.977 7.485 0.061
H 3.105 6.614 7.009 0.131
H 3.718 8.131 8.860 0.073
H 2.312 8.808 8.076 0.068
H 3.938 9.491 7.733 0.077
H 3.551 8.960 5.525 0.087
C 9.288 5.655 3.021 -0.061
C 10.118 6.347 2.027 -0.553
C 11.614 6.340 2.396 -0.043
O 9.862 5.662 0.848 -0.042
H 8.218 5.699 2.820 0.092
H 9.306 6.187 3.973 0.064
H 9.742 4.675 3.173 0.095
H 9.792 7.377 1.883 0.132
H 12.295 6.648 1.603 0.067
H 11.862 5.333 2.731 0.082
H 11.861 7.109 3.128 0.073
H 10.361 6.131 0.176 0.085
C 6.298 -0.302 6.549 -0.072
C 7.138 0.711 7.179 -0.539
C 8.648 0.519 6.958 -0.051
O 6.888 1.956 6.591 -0.049
H 6.535 -0.517 5.507 0.087
H 5.249 -0.022 6.640 0.086
H 6.482 -1.240 7.073 0.081
H 6.953 0.759 8.252 0.131
H 8.838 -0.457 7.404 0.074
H 9.198 1.308 7.471 0.062
H 8.963 0.538 5.915 0.088
H 7.528 2.592 6.920 0.041
C 8.041 6.576 12.334 -0.022
C 8.823 7.720 13.128 -0.473
C 9.640 7.277 14.253 -0.078
O 9.753 8.202 12.194 -0.077
H 8.539 5.614 12.460 0.058
H 7.811 6.746 11.282 0.066
H 7.056 6.463 12.788 0.060
H 8.137 8.550 13.297 0.135
H 9.062 6.806 15.048 0.081
H 10.261 8.093 14.621 0.085
H 10.338 6.489 13.968 0.078
H 10.276 7.465 11.869 0.043
C 9.824 9.917 5.862 -0.052
C 10.846 10.071 6.975 -0.471
C 11.233 11.521 7.455 -0.035
O 10.239 9.517 8.091 -0.081
H 10.109 10.425 4.941 0.068
H 8.865 10.374 6.107 0.083
H 9.718 8.892 5.508 0.064
H 11.733 9.480 6.747 0.135
H 11.781 11.482 8.397 0.067
H 10.356 12.123 7.693 0.074
H 11.821 12.015 6.682 0.066
H 10.498 8.594 8.142 0.049
C 9.707 1.127 11.068 -0.058
C 9.317 1.224 12.523 -0.481
C 9.035 -0.182 13.146 -0.047
O 10.415 1.758 13.215 -0.058
H 8.938 0.826 10.356 0.072
H 10.519 0.403 11.003 0.088
H 9.990 2.122 10.724 0.050
H 8.437 1.861 12.602 0.131
H 8.006 -0.452 13.387 0.061
H 9.565 -0.469 14.053 0.069
H 9.299 -0.950 12.419 0.060
H 10.596 2.645 12.895 0.034
C 13.641 1.045 7.576 -0.056
C 12.692 2.194 8.033 -0.491
C 12.998 2.839 9.380 -0.046
O 12.795 3.094 6.959 -0.056
H 13.268 0.668 6.623 0.070
H 13.572 0.210 8.274 0.063
H 14.715 1.195 7.474 0.071
H 11.686 1.787 8.137 0.119
H 13.851 3.497 9.214 0.071
H 13.294 2.037 10.057 0.087
H 12.096 3.379 9.668 0.055
H 12.122 3.746 7.169 0.006
C 13.987 5.630 11.031 -0.038
C 13.146 6.891 11.398 -0.470
C 13.619 8.143 10.661 -0.043
O 11.883 6.605 10.938 -0.094
H 13.627 4.723 11.517 0.074
H 15.000 5.815 11.387 0.077
H 14.026 5.601 9.942 0.075
H 13.101 7.076 12.472 0.144
H 13.851 7.881 9.629 0.079
H 14.576 8.552 10.984 0.076
H 12.916 8.976 10.641 0.086
H 11.817 6.789 9.998 0.070
```

=====

Record 4
The following is a DFT calculation (the ωB97M-V functional and the def2-TZVPD basis) of a structure of composition C24H68F4N8O15PbS4 at a distorted geometry.

Summary:
net charge	0
calculated total energy	-4706.6854	hartree
LUMO	-2.0	eV

Structure (XYZ):
```
124
Properties=species:S:1:pos:R:3:lowdin_charge:R:1
Pb 2.475 -2.798 -6.162 1.617
N 4.047 -4.296 -7.073 -0.424
S 5.568 -4.304 -7.267 0.444
O 6.028 -4.335 -8.619 -0.214
O 6.378 -4.841 -6.215 -0.220
F 5.670 -2.728 -6.909 -0.235
S 3.839 -5.930 -7.384 0.557
O 4.192 -6.812 -6.312 -0.234
O 3.918 -6.348 -8.739 -0.199
F 2.233 -5.837 -7.260 -0.210
N 4.969 -8.763 -12.015 -0.243
S 3.837 -8.670 -10.933 0.461
O 2.883 -7.575 -10.963 -0.331
O 4.187 -9.253 -9.670 -0.284
F 2.929 -9.840 -11.617 -0.225
S 5.604 -7.250 -11.623 0.521
O 6.207 -7.142 -10.313 -0.291
O 4.989 -6.092 -12.234 -0.293
F 6.883 -7.414 -12.565 -0.204
O 3.478 -0.860 -7.284 -0.246
H 3.287 0.082 -7.385 0.055
H 4.168 -1.053 -7.979 0.011
C 9.269 -5.007 -14.818 -0.060
C 9.178 -3.602 -14.284 -0.461
C 9.717 -3.469 -12.856 -0.224
O 9.342 -4.495 -11.962 -0.186
C 8.005 -4.361 -11.481 -0.086
N 9.896 -2.590 -15.048 0.033
H 10.251 -5.318 -15.186 0.079
H 8.586 -5.092 -15.669 0.079
H 8.976 -5.799 -14.127 0.075
H 8.106 -3.400 -14.191 0.135
H 9.426 -2.501 -12.433 0.112
H 10.811 -3.496 -12.873 0.125
H 7.683 -3.331 -11.313 0.076
H 7.779 -5.080 -10.696 0.075
H 7.421 -4.773 -12.314 0.072
H 9.556 -2.615 -16.006 0.071
H 10.845 -2.952 -15.106 0.069
C 3.428 -9.232 -4.072 -0.045
C 2.445 -8.226 -3.528 -0.374
C 2.197 -8.342 -2.038 -0.194
O 3.409 -8.161 -1.308 -0.169
C 3.225 -7.712 -0.004 -0.139
N 2.983 -6.874 -3.830 0.029
H 4.448 -9.043 -3.743 0.093
H 3.374 -9.261 -5.160 0.085
H 3.168 -10.231 -3.707 0.085
H 1.500 -8.224 -4.075 0.133
H 1.834 -9.353 -1.814 0.129
H 1.406 -7.692 -1.651 0.120
H 2.700 -8.369 0.698 0.092
H 2.785 -6.716 0.129 0.072
H 4.208 -7.587 0.459 0.091
H 3.739 -6.524 -3.254 0.080
H 3.377 -6.981 -4.773 0.028
C 7.657 -0.602 -9.430 -0.050
C 6.250 -0.188 -8.989 -0.418
C 5.890 1.165 -9.559 -0.153
O 4.643 1.581 -8.936 -0.196
C 4.809 2.278 -7.727 -0.127
N 5.338 -1.277 -9.370 0.052
H 7.909 -1.576 -9.007 0.082
H 8.409 0.040 -8.959 0.084
H 7.805 -0.593 -10.509 0.086
H 6.277 -0.080 -7.900 0.126
H 5.692 1.053 -10.626 0.134
H 6.704 1.884 -9.468 0.130
H 5.608 3.026 -7.728 0.092
H 5.110 1.580 -6.934 0.076
H 3.862 2.785 -7.545 0.096
H 4.987 -1.271 -10.324 0.092
H 5.874 -2.141 -9.419 0.055
C -2.133 -4.818 -5.669 -0.066
C -1.295 -5.732 -6.553 -0.435
C -1.680 -7.225 -6.314 -0.215
O -1.148 -7.728 -5.112 -0.184
C -1.413 -9.104 -4.974 -0.114
N -1.407 -5.316 -7.946 0.055
H -2.078 -3.788 -6.023 0.074
H -1.681 -4.796 -4.670 0.062
H -3.147 -5.117 -5.401 0.081
H -0.247 -5.700 -6.235 0.110
H -1.398 -7.771 -7.222 0.125
H -2.777 -7.262 -6.292 0.125
H -0.711 -9.677 -5.592 0.093
H -2.407 -9.416 -5.306 0.089
H -1.256 -9.350 -3.924 0.086
H -2.392 -5.228 -8.190 0.084
H -1.165 -6.162 -8.465 0.052
C 2.128 -4.392 -1.695 -0.042
C 2.401 -3.670 -3.014 -0.418
C 3.891 -3.535 -3.263 -0.176
O 4.106 -2.507 -4.239 -0.342
C 5.470 -2.104 -4.329 -0.065
N 1.739 -4.328 -4.172 -0.055
H 2.497 -5.420 -1.686 0.049
H 1.100 -4.452 -1.339 0.092
H 2.702 -3.892 -0.911 0.088
H 1.976 -2.664 -2.951 0.136
H 4.282 -4.478 -3.661 0.130
H 4.478 -3.356 -2.361 0.142
H 5.728 -1.623 -3.383 0.110
H 5.525 -1.371 -5.131 0.083
H 6.083 -2.960 -4.610 0.088
H 2.188 -5.269 -4.133 0.033
H 0.836 -4.680 -3.848 0.092
C -0.672 -6.426 -11.310 -0.072
C 0.258 -5.270 -11.739 -0.407
C 0.951 -4.607 -10.552 -0.211
O 1.775 -3.614 -11.120 -0.183
C 2.841 -3.152 -10.317 -0.095
N 1.262 -5.903 -12.615 0.055
H -1.206 -6.842 -12.165 0.075
H -1.422 -5.962 -10.657 0.051
H -0.222 -7.297 -10.831 0.077
H -0.390 -4.574 -12.274 0.133
H 1.443 -5.334 -9.898 0.115
H 0.177 -4.097 -9.958 0.109
H 3.515 -3.964 -10.031 0.083
H 2.464 -2.579 -9.461 0.064
H 3.384 -2.470 -10.971 0.081
H 1.678 -6.641 -12.049 0.022
H 1.993 -5.198 -12.680 0.061
```